The following is a DFT calculation (wB97M-V/def2-TZVPD) of C25H27B2ClF4N8O6SY as an isolated structure at a distorted geometry.

Atoms and positions in Å:
Y (-0.34, -1.05, 0.94)
C (-2.66, -4.05, 3.13)
C (-2.19, -3.13, 2.07)
N (-0.96, -2.95, 1.75)
O (0.05, -3.48, 2.52)
B (0.34, -2.59, 3.73)
F (-0.83, -1.79, 3.93)
F (0.67, -3.36, 4.79)
O (1.45, -1.61, 3.46)
N (0.93, -0.59, 2.73)
C (0.97, 0.61, 3.18)
C (1.64, 1.00, 4.45)
C (0.14, 1.59, 2.41)
N (-0.60, 1.03, 1.52)
O (-1.52, 1.74, 0.81)
B (-2.92, 1.16, 1.08)
F (-3.83, 2.09, 0.67)
F (-2.95, 0.86, 2.45)
O (-3.23, -0.13, 0.35)
N (-2.53, -1.17, 0.88)
C (-3.13, -2.19, 1.38)
C (-4.61, -2.35, 1.43)
C (0.10, 3.04, 2.71)
H (-1.84, -4.67, 3.46)
H (-3.48, -4.67, 2.76)
H (-3.03, -3.47, 3.98)
H (2.17, 0.14, 4.86)
H (0.89, 1.32, 5.18)
H (2.34, 1.82, 4.29)
H (-5.08, -1.69, 0.71)
H (-4.95, -2.06, 2.43)
H (-4.90, -3.38, 1.25)
H (0.34, 3.24, 3.75)
H (-0.89, 3.42, 2.48)
H (0.82, 3.56, 2.08)
N (4.29, 5.27, 0.17)
C (3.76, 4.06, -0.11)
C (3.31, 3.76, -1.41)
C (2.73, 2.55, -1.69)
C (2.60, 1.60, -0.68)
C (3.09, 1.85, 0.61)
C (3.66, 3.07, 0.89)
S (1.85, 0.05, -0.91)
O (2.58, -0.49, -2.18)
O (2.12, -0.81, 0.24)
N (0.30, -0.06, -1.04)
C (-0.46, 0.55, -2.04)
N (0.09, 1.45, -2.84)
C (-0.72, 2.03, -3.73)
C (-2.06, 1.71, -3.81)
C (-2.51, 0.72, -2.95)
N (-1.72, 0.12, -2.08)
H (4.33, 5.99, -0.52)
H (4.59, 5.50, 1.10)
H (3.43, 4.50, -2.19)
H (2.37, 2.32, -2.68)
H (3.03, 1.06, 1.35)
H (4.05, 3.26, 1.88)
H (-0.26, 2.76, -4.37)
H (-2.72, 2.20, -4.52)
H (-3.55, 0.39, -2.96)
Cl (-0.16, -3.03, -1.08)
C (-0.06, -2.59, -2.77)
C (-1.20, -2.75, -3.53)
C (-1.19, -2.40, -4.87)
C (-0.03, -1.88, -5.44)
C (1.11, -1.74, -4.66)
C (1.12, -2.10, -3.32)
C (2.38, -1.90, -2.54)
H (-2.11, -3.14, -3.08)
H (-2.08, -2.53, -5.47)
H (-0.01, -1.60, -6.48)
H (2.02, -1.35, -5.10)
H (3.25, -2.13, -3.15)
H (2.43, -2.50, -1.63)

- net charge = +1
- E_LUMO (eV) = -3.139
- HOMO (eV) = -11.40
- energy relative to the best compared isomer or geometry (same formula, charge and spin) (kcal/mol) = 65.29
- spin multiplicity = 1
- frontier orbital gap (eV) = 8.262

The following is a DFT calculation (wB97M-V/def2-TZVPD) of C25H27BrF3N7O3PtS as an isolated structure at a distorted geometry.

Atoms and positions in Å:
Pt (-0.50, -1.27, 0.75)
O (4.02, -3.25, 4.28)
C (3.08, -2.69, 3.52)
C (3.24, -1.45, 2.89)
C (2.22, -0.94, 2.12)
N (1.07, -1.63, 1.98)
C (0.95, -2.79, 2.58)
Br (-2.02, -3.03, 2.10)
C (1.88, -3.40, 3.37)
H (4.81, -2.70, 4.34)
H (4.16, -0.89, 3.00)
H (2.30, 0.00, 1.61)
H (1.73, -4.35, 3.84)
N (-2.06, -1.34, -0.63)
C (-1.93, -2.62, -1.40)
C (-2.74, -2.64, -2.68)
C (-2.53, -1.44, -3.63)
C (-1.64, -1.76, -4.82)
N (-0.30, -2.13, -4.37)
C (0.62, -1.27, -3.95)
N (0.63, 0.00, -4.33)
N (1.57, -1.70, -3.11)
C (-0.45, -2.98, -1.54)
O (-0.04, -3.61, -2.50)
O (0.31, -2.59, -0.57)
H (-2.96, -1.32, -0.14)
H (-2.05, -0.55, -1.27)
H (-2.32, -3.39, -0.73)
H (-3.80, -2.70, -2.42)
H (-2.51, -3.58, -3.19)
H (-2.09, -0.58, -3.12)
H (-3.50, -1.10, -4.01)
H (-1.60, -0.93, -5.52)
H (-2.04, -2.60, -5.39)
H (-0.24, -3.04, -3.93)
H (0.00, 0.34, -5.04)
H (1.23, 0.67, -3.87)
H (1.46, -2.60, -2.66)
H (2.32, -1.09, -2.84)
F (-4.13, 5.94, 5.48)
C (-3.85, 4.83, 6.17)
F (-4.96, 4.42, 6.78)
F (-2.94, 5.14, 7.11)
C (-3.28, 3.78, 5.24)
C (-3.91, 2.54, 5.11)
C (-3.37, 1.60, 4.26)
C (-2.19, 1.91, 3.52)
C (-1.57, 3.18, 3.68)
C (-2.11, 4.10, 4.53)
C (-1.65, 0.96, 2.67)
C (-1.21, 0.10, 1.90)
H (-4.80, 2.32, 5.68)
H (-3.83, 0.63, 4.14)
H (-0.67, 3.39, 3.12)
H (-1.66, 5.07, 4.66)
C (4.11, 2.14, -4.45)
C (3.61, 1.97, -3.05)
C (4.37, 2.35, -1.94)
C (3.85, 2.11, -0.68)
N (2.67, 1.53, -0.49)
C (1.99, 1.25, -1.61)
S (0.41, 0.57, -1.42)
N (2.40, 1.43, -2.88)
H (4.90, 2.88, -4.50)
H (3.29, 2.44, -5.10)
H (4.51, 1.19, -4.82)
H (5.34, 2.81, -2.07)
H (4.41, 2.37, 0.21)

- net charge = +2
- E_LUMO (spin up / spin down) (eV) = -5.444 / -8.738
- HOMO (spin up / spin down) (eV) = -13.47 / -14.29
- expectation value of S² = 6.062
- energy relative to the best compared isomer or geometry (same formula, charge and spin) (kcal/mol) = 33.92
- spin multiplicity = 5
- frontier orbital gap (spin up / spin down) (eV) = 8.028 / 5.556

The following is a DFT calculation (wB97M-V/def2-TZVPD) of a 2-piece molecular cluster, C25H27FN3O6S2 overall at a distorted geometry.

Atoms and positions in Å:
C (-6.18, 0.42, 2.33)
N (-5.25, 0.37, 3.44)
C (-5.52, 1.37, 4.45)
C (-3.94, -0.08, 3.21)
C (-3.31, 0.18, 1.98)
C (-2.01, -0.22, 1.78)
C (-1.34, -1.04, 2.69)
C (0.03, -1.49, 2.38)
C (1.14, -0.82, 2.80)
C (2.44, -1.52, 2.81)
O (2.56, -2.71, 2.50)
N (3.55, -0.74, 3.23)
C (4.85, -1.39, 3.26)
C (3.59, 0.63, 3.05)
S (4.99, 1.49, 2.70)
N (2.37, 1.27, 3.24)
C (2.39, 2.72, 3.23)
C (1.11, 0.61, 3.19)
O (0.09, 1.26, 3.38)
C (-2.00, -1.36, 3.90)
C (-3.23, -0.79, 4.20)
H (-6.07, -0.49, 1.72)
H (-7.19, 0.46, 2.74)
H (-6.01, 1.30, 1.68)
H (-4.81, 1.26, 5.29)
H (-5.43, 2.40, 4.04)
H (-6.54, 1.24, 4.82)
H (-3.82, 0.76, 1.21)
H (-1.45, 0.15, 0.92)
H (0.18, -2.45, 1.89)
H (5.51, -0.67, 3.75)
H (4.79, -2.31, 3.83)
H (5.21, -1.57, 2.25)
H (1.48, 3.09, 3.70)
H (3.28, 3.04, 3.77)
H (2.49, 3.08, 2.20)
H (-1.48, -2.00, 4.62)
H (-3.69, -0.94, 5.17)
C (-4.03, -2.27, -0.55)
C (-2.92, -3.21, -0.96)
O (-1.71, -2.69, -0.40)
C (-0.58, -3.29, -0.85)
C (0.56, -2.43, -0.37)
F (1.74, -3.04, -0.36)
S (0.51, -0.85, -1.35)
C (2.20, -0.38, -1.66)
C (2.94, 0.08, -0.57)
C (4.28, 0.38, -0.73)
C (4.89, 0.22, -1.98)
C (4.12, -0.13, -3.08)
C (2.76, -0.41, -2.94)
O (-0.08, -1.17, -2.63)
O (-0.03, 0.21, -0.52)
O (-0.51, -4.28, -1.55)
H (-4.97, -2.82, -0.55)
H (-3.85, -1.84, 0.45)
H (-4.11, -1.43, -1.26)
H (-3.12, -4.22, -0.57)
H (-2.84, -3.26, -2.06)
H (2.44, 0.22, 0.39)
H (4.84, 0.74, 0.14)
H (5.97, 0.39, -2.08)
H (4.57, -0.18, -4.07)
H (2.13, -0.63, -3.80)

- net charge = -1
- E_LUMO (eV) = 2.045
- HOMO (eV) = -3.54
- spin multiplicity = 1
- frontier orbital gap (eV) = 5.588